DFT (ωB97M-V/def2-TZVPD) results for one molecule with the formula C24H24ClN5O2 in a non-equilibrium geometry.

Last column: Löwdin charge in e.
Element x y z (Å)
C (-7.40, -3.19, 0.24)  -0.05
C (-6.22, -2.28, 0.18)  -0.28
C (-5.92, -1.58, -0.98)  -0.04
C (-4.85, -0.71, -1.05)  -0.02
C (-4.06, -0.52, 0.08)  -0.19
C (-4.34, -1.22, 1.25)  0.00
C (-5.41, -2.09, 1.29)  -0.03
H (-5.62, -2.63, 2.20)  0.11
H (-3.69, -1.08, 2.10)  0.11
N (-2.96, 0.35, 0.07)  -0.04
C (-2.86, 1.59, -0.48)  -0.16
C (-1.57, 2.03, -0.20)  -0.04
C (-0.98, 0.96, 0.54)  -0.12
N (-1.85, -0.03, 0.69)  0.19
C (0.38, 1.02, 1.00)  -0.36
O (1.00, 0.14, 1.59)  0.03
N (0.98, 2.23, 0.69)  -0.01
N (0.44, 3.23, -0.01)  0.15
C (-0.77, 3.18, -0.46)  -0.26
C (-1.26, 4.36, -1.23)  -0.02
H (-2.05, 4.87, -0.68)  0.08
H (-0.43, 5.05, -1.38)  0.08
H (-1.65, 4.05, -2.19)  0.08
C (2.36, 2.45, 1.12)  -0.22
C (2.63, 3.92, 1.38)  -0.05
H (2.59, 4.47, 0.44)  0.07
H (3.63, 4.03, 1.80)  0.09
H (1.90, 4.33, 2.07)  0.08
H (2.49, 1.86, 2.04)  0.15
C (3.33, 1.89, 0.05)  -0.45
O (4.06, 2.59, -0.61)  0.07
N (3.25, 0.55, -0.06)  0.09
H (2.59, 0.05, 0.52)  0.09
C (3.98, -0.19, -1.06)  -0.15
C (4.27, -1.58, -0.56)  -0.23
C (3.24, -2.52, -0.47)  -0.59
C (3.48, -3.80, 0.01)  -0.10
C (4.76, -4.15, 0.40)  -0.09
C (5.79, -3.23, 0.31)  -0.08
C (5.54, -1.95, -0.16)  -0.03
H (6.34, -1.23, -0.23)  0.12
H (6.79, -3.50, 0.62)  0.10
H (4.95, -5.15, 0.77)  0.10
H (2.67, -4.51, 0.07)  0.10
Cl (1.63, -2.10, -0.94)  0.74
H (3.40, -0.24, -1.99)  0.12
H (4.91, 0.36, -1.26)  0.12
C (-3.99, 2.29, -1.15)  -0.01
H (-3.94, 3.36, -0.93)  0.08
H (-4.94, 1.91, -0.80)  0.08
H (-3.94, 2.17, -2.23)  0.09
H (-4.61, -0.22, -1.97)  0.11
H (-6.53, -1.74, -1.86)  0.11
H (-7.26, -3.96, 1.00)  0.08
H (-8.30, -2.63, 0.50)  0.09
H (-7.57, -3.67, -0.72)  0.08

For the total energy, the calculation gives -1813.448800 a.u. Its SMILES is Cc1ccc(-n2nc3c(=O)n([C@H](C)C(=O)NCc4ccccc4Cl)nc(C)c3c2C)cc1. The value obtained for the energy relative to the best compared isomer or geometry (same formula, charge and spin) is 0.7 kJ/mol. As for the frontier orbital gap: 8.71 eV. The spin multiplicity is 1.

DFT (ωB97M-V/def2-TZVPD) results for C4H4BrNO4S as an isolated structure in a non-equilibrium geometry.

Last column: Löwdin charge in e.
Element x y z (Å)
C (0.96, 0.36, 0.02)  -0.31
C (-2.30, 1.42, -0.19)  -0.76
C (-1.35, 0.11, 0.07)  -0.20
C (2.21, 0.21, -0.65)  -0.62
N (-0.13, 0.17, -0.61)  0.04
O (-3.43, 1.13, -0.58)  -0.10
O (2.94, -1.56, 1.31)  -0.58
O (-1.80, 2.51, 0.09)  -0.07
O (2.90, -2.40, -1.01)  -0.59
S (3.35, -1.32, -0.09)  0.51
Br (3.66, 1.67, -0.04)  0.33
H (1.01, 0.48, 1.12)  0.12
H (-1.93, -0.74, -0.31)  0.09
H (-1.24, 0.04, 1.17)  0.10
H (2.20, 0.29, -1.74)  0.05

For the total energy, the calculation gives -3482.751386 a.u. The net charge is -2. The value obtained for the energy relative to the best compared isomer or geometry (same formula, charge and spin) is 0.0 kJ/mol. As for the frontier orbital gap: 6.29 eV. The spin multiplicity is 1.

DFT (ωB97M-V/def2-TZVPD) results for a 9-piece molecular cluster, C16H46BF4NO8 overall in a non-equilibrium geometry.

Last column: Löwdin charge in e.
Element x y z (Å)
B (-18.55, -3.18, 3.54)  -1.15
F (-19.02, -4.49, 3.22)  0.09
F (-17.36, -3.42, 4.29)  0.09
F (-18.07, -2.55, 2.36)  0.10
F (-19.52, -2.56, 4.30)  0.17
C (-21.76, -0.52, 6.64)  -0.05
C (-22.17, -0.74, 8.11)  -0.53
C (-23.15, 0.36, 8.48)  -0.17
C (-23.69, 0.24, 9.93)  -0.20
C (-24.21, -1.17, 10.12)  -0.18
C (-23.36, -2.35, 9.59)  -0.52
N (-22.86, -2.01, 8.27)  -0.22
O (-22.36, -3.10, 7.53)  -0.28
C (-24.39, -3.48, 9.62)  -0.08
C (-22.24, -2.68, 10.60)  -0.06
C (-20.88, -0.57, 8.94)  -0.06
H (-21.06, -1.32, 6.38)  0.07
H (-21.17, 0.39, 6.51)  0.07
H (-22.65, -0.56, 6.02)  0.07
H (-24.01, 0.33, 7.80)  0.11
H (-22.73, 1.37, 8.37)  0.10
H (-24.47, 0.97, 10.18)  0.09
H (-22.82, 0.39, 10.58)  0.09
H (-25.24, -1.18, 9.74)  0.10
H (-24.35, -1.29, 11.21)  0.10
H (-24.77, -3.59, 10.65)  0.06
H (-23.99, -4.47, 9.38)  0.07
H (-25.25, -3.37, 8.96)  0.07
H (-21.38, -3.15, 10.14)  0.07
H (-22.65, -3.37, 11.35)  0.06
H (-21.97, -1.88, 11.30)  0.06
H (-20.12, -1.34, 8.85)  0.06
H (-21.02, -0.48, 10.02)  0.04
H (-20.45, 0.41, 8.69)  0.07
C (-17.42, -1.45, 7.45)  -0.14
O (-16.56, -2.47, 6.94)  -0.13
H (-17.94, -1.87, 8.31)  0.06
H (-16.96, -0.53, 7.84)  0.07
H (-18.08, -1.17, 6.62)  0.08
H (-16.70, -2.50, 5.99)  0.02
C (-18.05, -1.96, -1.19)  -0.18
O (-17.54, -1.20, -0.11)  -0.11
H (-17.48, -1.64, -2.06)  0.07
H (-17.96, -3.05, -1.16)  0.06
H (-19.11, -1.76, -1.36)  0.08
H (-17.90, -1.55, 0.73)  0.05
C (-19.35, -5.50, 0.16)  -0.16
O (-19.72, -4.22, 0.64)  -0.12
H (-20.20, -6.11, -0.12)  0.07
H (-18.79, -5.30, -0.77)  0.06
H (-18.67, -6.06, 0.80)  0.06
H (-18.97, -3.64, 0.74)  0.03
C (-14.29, -2.37, 4.58)  -0.20
O (-14.91, -2.89, 3.43)  -0.12
H (-14.40, -2.86, 5.55)  0.07
H (-13.22, -2.29, 4.34)  0.07
H (-14.53, -1.30, 4.70)  0.08
H (-15.88, -2.95, 3.53)  0.04
C (-22.61, -2.87, 4.07)  -0.17
O (-21.84, -3.92, 4.66)  -0.13
H (-22.80, -3.06, 3.00)  0.06
H (-23.52, -2.63, 4.62)  0.07
H (-21.99, -1.97, 4.12)  0.05
H (-21.05, -3.82, 4.10)  0.03
C (-16.07, -6.27, 3.37)  -0.16
O (-16.95, -5.90, 2.31)  -0.15
H (-15.09, -5.80, 3.27)  0.06
H (-16.51, -5.95, 4.32)  0.08
H (-15.92, -7.35, 3.37)  0.06
H (-17.60, -5.27, 2.70)  0.03
C (-20.77, -7.03, 4.14)  -0.17
O (-21.94, -6.63, 4.83)  -0.12
H (-20.77, -8.12, 3.99)  0.06
H (-20.63, -6.50, 3.19)  0.07
H (-19.90, -6.88, 4.78)  0.08
H (-22.67, -7.02, 4.34)  0.06

For the total energy, the calculation gives -1718.253997 a.u. The net charge is -2. The value obtained for the energy relative to the best compared isomer or geometry (same formula, charge and spin) is 33.1 kJ/mol. As for the frontier orbital gap: 3.80 eV. The spin multiplicity is 1.

The lowest frontier orbital gap belongs to which entry?
C16H46BF4NO8

Among the records above, which one has the highest energy relative to the best compared isomer or geometry (same formula, charge and spin)?
C16H46BF4NO8

Among the records above, which one has the lowest energy relative to the best compared isomer or geometry (same formula, charge and spin)?
C4H4BrNO4S

The highest energy relative to the best compared isomer or geometry (same formula, charge and spin) belongs to which entry?
C16H46BF4NO8